(1)
# C21H24N6O3

An isolated molecule of C21H24N6O3 in a non-equilibrium geometry (wB97M-V/def2-TZVPD, OMol25).

Structure (XYZ):
```
54
Properties=species:S:1:pos:R:3:forces:R:3
C 3.790065 2.157515 -5.764229 0.027 -0.048 -0.036
C 4.134971 2.125804 -4.308227 0.179 0.059 0.189
C 5.390301 2.537823 -3.872279 -0.086 -0.025 -0.012
C 5.724882 2.493711 -2.528902 -0.076 -0.032 -0.076
C 4.813704 2.042653 -1.595027 -0.225 -0.058 0.045
C 3.554986 1.631719 -2.028745 0.863 0.330 -0.780
N 2.650665 1.182637 -1.066957 -0.809 0.290 0.753
N 2.987276 0.928550 0.151315 -0.102 -0.248 0.430
C 1.934130 0.471020 0.814153 0.102 0.481 -1.761
N 2.068527 0.161386 2.175969 0.372 -0.277 1.057
O 3.177640 0.253387 2.666477 -0.040 0.029 0.027
O 1.069575 -0.196582 2.781656 -0.048 0.055 -0.200
C 0.768280 0.450763 -0.058815 -0.399 -0.017 0.058
N -0.493393 0.342101 -0.093062 0.354 0.177 -0.426
C -1.354553 -0.051861 0.988730 -0.241 0.024 0.667
C -2.778869 0.385815 0.636997 0.089 -0.143 -0.090
C -3.285306 -0.389246 -0.587352 -0.029 0.234 0.051
N -3.216789 -1.827385 -0.465633 -0.135 -0.126 -0.066
C -4.355233 -2.504415 0.125106 0.071 0.029 -0.122
C -4.617483 -2.276660 1.597247 -0.106 -0.081 -0.012
C -4.040631 -3.100274 2.556793 -0.127 0.011 -0.035
C -4.252210 -2.871929 3.905118 0.065 -0.062 0.070
C -5.051602 -1.818063 4.313602 -0.001 0.029 0.095
C -5.646690 -1.002219 3.366628 -0.058 0.102 0.026
C -5.432791 -1.233011 2.018987 -0.023 -0.125 0.002
C -1.897805 -2.270222 -0.072220 0.199 -0.054 0.102
C -1.338616 -1.574739 1.173914 0.001 0.099 -0.217
N 1.367472 0.762372 -1.296563 -0.302 -0.819 0.071
O 0.546263 1.322964 -2.249250 0.482 0.357 -0.108
C 3.214711 1.668713 -3.376202 -0.063 -0.081 0.176
H 4.106340 3.097131 -6.212034 -0.019 0.049 -0.076
H 4.304988 1.350934 -6.285761 -0.013 -0.032 -0.093
H 2.721058 2.035929 -5.914894 -0.066 0.004 -0.073
H 6.109877 2.895326 -4.593568 0.083 0.052 -0.083
H 6.702777 2.815608 -2.206040 0.084 0.025 0.050
H 5.051625 1.998406 -0.545211 0.064 0.023 0.074
H -1.040047 0.414101 1.931516 -0.123 -0.052 -0.200
H -2.796432 1.455539 0.419261 0.009 0.055 0.040
H -3.419916 0.197624 1.497988 0.002 0.067 0.000
H -4.315705 -0.105128 -0.811140 0.000 0.022 -0.078
H -2.661514 -0.115624 -1.447003 -0.120 0.101 0.007
H -5.235620 -2.190234 -0.445928 0.001 -0.095 0.057
H -4.206831 -3.575290 -0.049052 -0.096 0.039 0.013
H -3.422541 -3.930764 2.244723 0.072 -0.085 -0.053
H -3.793304 -3.518862 4.638476 0.033 -0.052 0.064
H -5.216185 -1.637855 5.365596 -0.017 0.010 0.083
H -6.281267 -0.185007 3.678203 -0.050 0.057 0.030
H -5.907962 -0.597242 1.284393 -0.039 0.060 -0.094
H -1.921276 -3.351108 0.080818 0.031 -0.033 -0.063
H -1.227660 -2.060401 -0.915847 0.045 -0.127 0.084
H -1.942146 -1.813486 2.049009 0.060 -0.013 0.038
H -0.318125 -1.910342 1.363382 0.036 -0.018 0.039
H -0.343538 1.212688 -1.824437 0.144 -0.154 0.382
H 2.239375 1.345356 -3.701147 -0.054 -0.016 -0.026
```
Forces are in eV/Å.

- max |F| (eV/A) = 1.8
- lowest unoccupied orbital energy (eV) = -0.906
- HOMO-LUMO gap (eV) = 6.9
- DFT total energy (eV) = -37243.1707
- SMILES = Cc1cccc(-n2nc([N+](=O)[O-])/c(=N\C3CCN(Cc4ccccc4)CC3)n2O)c1
- highest occupied orbital energy (eV) = -7.84

Results of the natural (NBO) charge analysis, in e, for atoms 1 through 2:
1 C -0.632
2 C 0.020



(2)
# C38H40N6O5PtS

A structure of composition C38H40N6O5PtS in a non-equilibrium geometry (wB97M-V/def2-TZVPD, OMol25).

Structure (XYZ):
```
91
Properties=species:S:1:pos:R:3:forces:R:3
Pt -0.062889 0.738422 1.048063 0.094 -0.015 -0.117
C -0.388296 -0.646023 5.304114 0.034 0.006 0.002
C 0.037300 -0.162087 3.955629 -0.674 -0.249 0.079
N -0.774419 -0.142410 2.949860 1.148 0.339 -0.656
N -2.020249 -0.538600 3.001764 -1.141 -0.231 0.197
C -2.631006 -0.595153 1.813711 0.564 -0.029 0.766
O -2.019302 -0.388147 0.719015 0.290 0.366 -0.345
C -4.057590 -0.946406 1.805216 -0.162 -0.108 -0.263
C -4.761137 -0.852450 0.602701 0.121 0.007 0.153
C -6.100553 -1.192215 0.558120 -0.023 0.006 -0.040
C -6.739404 -1.637309 1.708562 0.004 0.016 -0.029
C -6.043723 -1.721982 2.907631 -0.058 -0.011 0.031
C -4.705137 -1.377412 2.962030 0.076 0.045 -0.031
C 1.411600 0.235463 3.686051 0.540 0.140 0.009
C 2.379681 0.317764 4.686061 -0.226 -0.086 -0.046
C 3.682090 0.637811 4.348562 0.058 0.003 -0.120
C 4.000024 0.877883 3.018289 -0.023 0.006 0.210
C 2.986290 0.804175 2.082428 0.099 0.037 -0.221
N 1.735813 0.488716 2.405037 -0.392 0.012 0.031
H -1.411295 -1.004567 5.258833 0.013 -0.004 0.002
H 0.264143 -1.458109 5.630574 -0.016 0.002 0.029
H -0.333004 0.149949 6.049531 0.036 0.027 -0.028
H -4.236900 -0.504814 -0.277311 -0.055 -0.020 -0.045
H -6.647737 -1.108039 -0.371363 -0.017 -0.033 0.011
H -7.782943 -1.920085 1.668846 -0.007 0.029 0.018
H -6.550892 -2.055394 3.802989 0.012 -0.021 -0.009
H -4.152360 -1.439924 3.888671 -0.017 -0.012 -0.001
H 2.106451 0.121865 5.712869 0.016 -0.008 0.000
H 4.444685 0.691814 5.113875 -0.008 0.016 0.004
H 5.008254 1.126924 2.719865 -0.021 -0.004 -0.046
H 3.179973 0.995704 1.031715 -0.046 -0.046 0.010
C -1.969855 -2.593384 -3.264996 -0.112 -0.103 0.028
O -1.420847 -1.562535 -4.102632 0.096 0.111 0.079
C -0.164070 -1.789682 -4.617327 0.055 -0.096 0.052
C -0.027260 -1.842072 -5.997621 -0.087 0.001 -0.044
C 1.213580 -2.032168 -6.578070 0.020 -0.008 0.005
C 2.336198 -2.181380 -5.775271 0.079 -0.024 0.008
C 2.212197 -2.108134 -4.400739 -0.042 0.054 0.047
C 0.970751 -1.891523 -3.808167 -0.001 0.080 -0.099
N 0.911622 -1.826385 -2.381545 -0.196 0.254 -0.251
C 0.511668 -0.774099 -1.620961 0.527 -0.786 0.546
N -0.197112 0.206934 -2.264777 -0.500 0.593 -0.308
C -0.745155 1.386612 -1.855066 0.203 -0.442 -0.007
C -0.798721 1.863875 -0.537419 -0.001 -0.144 0.612
C -1.516439 3.017004 -0.299774 0.231 -0.188 -0.005
C -2.146365 3.731490 -1.347099 -0.106 0.035 -0.406
C -2.048333 3.317940 -2.653207 -0.156 0.371 0.135
C -1.327643 2.162626 -2.940834 -0.044 -0.163 -0.201
O -1.121770 1.657385 -4.137723 0.014 0.018 0.273
C -1.507004 2.326894 -5.347683 -0.075 0.152 -0.427
N 0.775069 -0.736099 -0.354198 -0.405 0.575 0.116
C 1.538058 -1.729291 0.298010 0.326 -0.495 -0.014
C 0.925709 -2.573951 1.218933 -0.044 0.114 -0.184
C 1.676974 -3.466928 1.962627 0.092 -0.082 0.052
C 3.052561 -3.513113 1.788014 -0.086 -0.018 0.040
C 3.677459 -2.691826 0.860676 0.155 -0.001 -0.054
C 2.928683 -1.801771 0.102262 -0.279 0.025 0.077
O 3.435271 -0.948914 -0.827693 0.029 0.082 -0.022
C 4.825524 -1.041806 -1.120628 0.094 -0.011 -0.053
H -3.050608 -2.496900 -3.330579 0.018 0.018 -0.009
H -1.662863 -2.478687 -2.223887 0.039 0.027 -0.027
H -1.676056 -3.578854 -3.626523 0.030 0.026 -0.025
H -0.922215 -1.755954 -6.600723 0.009 0.002 0.015
H 1.304792 -2.080253 -7.654482 -0.015 -0.008 0.004
H 3.309081 -2.346615 -6.217615 -0.019 -0.006 -0.006
H 3.081544 -2.207754 -3.761410 0.015 0.016 -0.017
H 1.554619 -2.442346 -1.905972 -0.076 -0.072 0.093
H -0.469911 -0.027691 -3.217004 0.146 -0.142 -0.047
H -1.619487 3.376759 0.715863 0.036 -0.010 0.013
H -2.722238 4.620733 -1.124747 0.017 -0.010 0.048
H -2.531971 3.882620 -3.435313 0.053 0.008 0.026
H -1.861039 1.556747 -6.026631 0.022 -0.038 0.068
H -0.624788 2.806193 -5.768848 0.023 -0.021 0.084
H -2.287060 3.066487 -5.198586 -0.031 -0.107 0.089
H -0.151148 -2.516885 1.328342 0.004 0.024 0.050
H 1.196133 -4.130688 2.668336 -0.020 0.025 -0.010
H 3.650485 -4.201429 2.370193 -0.003 -0.002 -0.013
H 4.750288 -2.751778 0.738492 -0.035 -0.003 -0.023
H 5.026564 -0.276325 -1.864550 -0.004 -0.017 -0.005
H 5.077546 -2.023947 -1.527974 -0.017 0.009 0.025
H 5.438465 -0.854568 -0.236928 -0.037 0.024 0.026
C 0.445681 5.033005 3.842556 0.155 -0.241 -0.064
S 1.188086 3.706550 2.868148 -0.046 0.543 -0.088
C 1.635303 4.705627 1.425824 -0.044 -0.143 0.272
O 0.022974 2.855908 2.428222 -0.282 0.079 0.002
H 1.205865 5.780862 4.066634 0.005 -0.015 -0.002
H 0.075419 4.589805 4.764541 0.031 -0.009 0.001
H -0.379565 5.464649 3.279517 0.015 -0.010 -0.053
H 2.499069 5.319996 1.679235 -0.013 0.003 -0.017
H 0.789948 5.327018 1.135375 -0.024 -0.009 0.004
H 1.888870 4.016656 0.621467 0.042 -0.021 0.038
```
Forces are in eV/Å.

- max |F| (eV/A) = 1.4
- lowest unoccupied orbital energy (alpha / beta) (eV) = -5.182 / -8.122
- <S²> = 6.027
- 2S+1 = 5
- HOMO-LUMO gap (alpha / beta) (eV) = 7.3 / 4.5
- DFT total energy (eV) = -73297.1749
- highest occupied orbital energy (alpha / beta) (eV) = -12.50 / -12.63
- total charge = +2

Results of the Löwdin charge analysis, in e, for atoms 1 through 2:
1 Pt 1.423
2 C 0.005